No. 1
{
  "formula": "C6H8OS",
  "method": "the ωB97M-V functional and the def2-TZVPD basis",
  "e_above_lowest_ev": 4.145,
  "charge": 0,
  "lumo_ev": 0.11,
  "gap_ev": 8.336,
  "energy_ha": -706.6938,
  "largest_force_ha_per_bohr": 0.0958,
  "symbols": ["C", "C", "C", "C", "C", "C", "H", "H", "H", "H", "H", "H", "H", "H", "O", "S"],
  "xyz": [[2.4360, -1.2830, 0.0548], [0.3119, 0.3451, 0.1612], [-0.4393, -0.7959, -0.1118], [-1.8979, -0.2629, -0.3554], [-1.7856, 1.1986, -0.1120], [-0.4727, 1.5580, 0.1915], [3.5390, -1.2004, -0.3056], [1.5322, -1.8655, -0.7691], [2.2952, -1.6545, 1.2303], [0.1192, -1.7078, -0.5901], [-2.2055, -0.3909, -1.4434], [-2.7517, -0.8644, 1.2487], [-2.7903, 1.8350, -0.2194], [-0.1396, 2.6235, 0.3262], [-2.8057, -1.1788, 0.2588], [2.1208, 0.5060, -0.0324]],
  "forces_ev_per_angstrom": [[-0.6, -0.7, -0.1], [1.1, -1.6, -1.4], [1.7, 1.9, -1.3], [1.6, -2.9, -1.8], [-0.9, 2.2, 1.1], [-3.6, 0.9, -0.6], [-1.9, -1.4, 0.6], [3.9, 1.5, 2.5], [0.4, 0.7, -3.5], [-2.3, 1.6, 1.4], [0.9, 0.3, 0.8], [-0.5, -1.4, -2.5], [2.7, -1.1, 0.4], [-0.1, -1.5, -0.1], [-0.3, 2.5, 3.6], [-2.1, -1.0, 0.8]]
}

***

No. 2
{
  "formula": "C6H8S",
  "method": "the ωB97M-V functional and the def2-TZVPD basis",
  "smiles": "C1=C2C=C2CC1.S",
  "e_above_lowest_ev": 5.498,
  "charge": 0,
  "lumo_ev": 0.66,
  "gap_ev": 8.258,
  "energy_ha": -631.3891,
  "largest_force_ha_per_bohr": 0.1130,
  "symbols": ["C", "C", "C", "C", "C", "C", "H", "H", "H", "H", "H", "H", "S", "H", "H"],
  "xyz": [[0.8086, -1.7011, 0.1561], [0.0144, -1.2696, 1.1010], [-0.9097, -0.3819, 1.6891], [0.1078, 0.1734, 0.9697], [1.0465, 0.7308, 0.0010], [1.6458, -0.5846, -0.4766], [1.1023, -2.7542, 0.1045], [-1.9034, -0.4452, 2.0186], [0.5335, 1.2959, -0.7036], [1.6958, 1.4459, 0.4922], [1.4849, -0.8289, -1.4700], [2.6627, -0.7292, -0.2917], [-3.0708, 2.3212, -1.1358], [-2.7230, 1.3095, -2.1052], [-2.4953, 1.4179, -0.3492]],
  "forces_ev_per_angstrom": [[2.1, -2.4, 0.3], [0.1, 0.8, -0.4], [2.4, 1.7, -1.5], [-4.8, -0.1, 3.3], [0.6, -0.9, 1.6], [-0.8, -1.4, 0.3], [-0.1, 0.3, -0.7], [-1.0, 0.5, 0.8], [-1.0, 0.9, -1.6], [0.5, -0.1, 0.1], [0.1, 0.5, -2.6], [1.8, 0.1, 0.4], [0.7, -1.9, -1.7], [-0.8, 1.8, 0.9], [0.1, 0.1, 0.9]]
}

***

No. 3
{
  "formula": "C6H8S",
  "method": "the ωB97M-V functional and the def2-TZVPD basis",
  "e_above_lowest_ev": 5.124,
  "charge": 0,
  "lumo_ev": [0.19, 0.19],
  "gap_ev": [8.239, 8.240],
  "energy_ha": -631.4028,
  "largest_force_ha_per_bohr": 0.0973,
  "symbols": ["C", "C", "C", "C", "C", "C", "S", "H", "H", "H", "H", "H", "H", "H", "H"],
  "xyz": [[2.0565, 1.6756, -0.4365], [-2.3040, -0.6714, -0.4489], [0.8188, 1.3963, 0.0046], [-1.0228, -0.5718, -0.8808], [0.7417, -1.4037, 1.1732], [0.1365, -0.7907, -0.0857], [1.5928, -1.7529, -0.4304], [2.4202, 2.6862, -0.5771], [2.8098, 0.9246, -0.4628], [-3.0384, -0.4717, -1.2723], [-2.6814, -1.0096, 0.4340], [-0.0530, 2.0953, 0.0089], [-0.8186, -0.5337, -1.9886], [1.3983, -0.7100, 1.7718], [0.5217, -2.3454, 1.6815]],
  "forces_ev_per_angstrom": [[-1.9, -0.1, 1.4], [1.0, 1.2, -4.7], [-0.1, -1.5, -1.6], [-1.7, -1.5, -0.4], [1.1, 0.8, -0.5], [3.6, 2.5, 1.7], [-0.6, 0.5, -0.1], [-0.2, 0.2, -0.1], [0.5, -0.8, -0.3], [0.4, -0.3, 1.1], [-0.5, -0.5, 2.6], [0.7, -0.7, 0.3], [-0.3, 0.6, 1.4], [-1.2, -0.7, -0.6], [-0.8, 0.4, -0.2]]
}

***

No. 4
{
  "formula": "C6H8S2",
  "method": "the ωB97M-V functional and the def2-TZVPD basis",
  "smiles": "C=CC(=C)SC(C)=S",
  "e_above_lowest_ev": 3.645,
  "charge": 0,
  "lumo_ev": -0.28,
  "gap_ev": 8.230,
  "energy_ha": -1029.6571,
  "largest_force_ha_per_bohr": 0.0838,
  "symbols": ["C", "C", "C", "C", "S", "C", "C", "S", "H", "H", "H", "H", "H", "H", "H", "H"],
  "xyz": [[-1.8888, -0.8822, 0.3315], [-1.2026, 0.1255, 1.0979], [-0.2171, 1.2026, 0.6972], [0.8558, 1.4732, 1.4227], [-0.0379, 1.7510, -1.0103], [0.6382, 0.2621, -1.7444], [1.0487, -1.0131, -0.9828], [0.8209, 0.2652, -3.4046], [-2.2669, -0.8762, -0.7395], [-2.3975, -1.7269, 1.0344], [-1.1577, 0.1588, 2.2769], [1.1439, 0.9202, 2.3870], [1.4366, 2.2439, 0.8556], [0.1262, -1.2912, -0.3341], [1.8362, -0.8526, -0.1391], [1.2620, -1.7603, -1.7485]],
  "forces_ev_per_angstrom": [[-0.6, 1.5, 4.0], [-0.9, -1.6, -0.3], [-1.1, -2.0, -1.0], [0.9, 0.3, 0.6], [-0.4, -1.3, -0.4], [0.6, -0.2, -1.2], [-1.3, 1.1, 2.3], [-0.3, 0.3, 1.5], [1.3, 0.2, 1.4], [1.2, 2.2, -1.9], [-0.4, -1.0, -2.4], [-0.5, 1.4, -1.4], [0.5, -0.9, 1.5], [1.6, 0.0, -1.4], [-0.9, -0.2, -1.9], [0.3, 0.0, 0.5]]
}

***

No. 5
{
  "formula": "C6H8S2",
  "method": "the ωB97M-V functional and the def2-TZVPD basis",
  "e_above_lowest_ev": 1.154,
  "charge": 0,
  "lumo_ev": 0.10,
  "gap_ev": 8.792,
  "energy_ha": -1029.7487,
  "largest_force_ha_per_bohr": 0.0238,
  "symbols": ["C", "C", "C", "C", "C", "C", "H", "H", "H", "H", "H", "H", "H", "H", "S", "S"],
  "xyz": [[-0.6030, 0.1286, 0.2641], [-1.1324, 1.0713, -0.8328], [0.1260, 1.9619, -1.0819], [1.0652, 1.3095, -0.0565], [0.1480, 1.1449, 1.1879], [0.7953, -0.1636, -0.2420], [-0.7720, -2.0154, 1.1665], [-1.9956, 1.6216, -0.5007], [-1.4423, 0.5058, -1.7028], [0.5161, 1.8811, -2.0854], [-0.0614, 3.0223, -0.8480], [2.1092, 1.6765, -0.0019], [-0.4280, 2.0202, 1.5185], [0.6237, 0.6591, 2.0403], [-1.7176, -1.1410, 0.8100], [1.6585, -1.4894, -0.4987]],
  "forces_ev_per_angstrom": [[0.0, 0.1, 0.0], [0.2, -0.2, -0.3], [-0.4, 0.1, 0.6], [1.1, 0.5, 0.1], [-0.2, 0.1, 0.3], [0.1, -0.2, -0.1], [0.2, -0.1, 0.0], [-0.3, 0.3, 0.3], [0.1, -0.1, -0.2], [0.0, 0.0, -0.3], [0.1, -0.4, -0.1], [-0.7, -0.2, 0.1], [0.1, -0.2, -0.2], [0.0, 0.0, -0.1], [-0.2, 0.1, 0.0], [-0.1, 0.2, 0.0]]
}

***

What did the first record say?
{
  "formula": "C6H8OS",
  "method": "the ωB97M-V functional and the def2-TZVPD basis",
  "e_above_lowest_ev": 4.145,
  "charge": 0,
  "lumo_ev": 0.11,
  "gap_ev": 8.336,
  "energy_ha": -706.6938,
  "largest_force_ha_per_bohr": 0.0958,
  "symbols": ["C", "C", "C", "C", "C", "C", "H", "H", "H", "H", "H", "H", "H", "H", "O", "S"],
  "xyz": [[2.4360, -1.2830, 0.0548], [0.3119, 0.3451, 0.1612], [-0.4393, -0.7959, -0.1118], [-1.8979, -0.2629, -0.3554], [-1.7856, 1.1986, -0.1120], [-0.4727, 1.5580, 0.1915], [3.5390, -1.2004, -0.3056], [1.5322, -1.8655, -0.7691], [2.2952, -1.6545, 1.2303], [0.1192, -1.7078, -0.5901], [-2.2055, -0.3909, -1.4434], [-2.7517, -0.8644, 1.2487], [-2.7903, 1.8350, -0.2194], [-0.1396, 2.6235, 0.3262], [-2.8057, -1.1788, 0.2588], [2.1208, 0.5060, -0.0324]],
  "forces_ev_per_angstrom": [[-0.6, -0.7, -0.1], [1.1, -1.6, -1.4], [1.7, 1.9, -1.3], [1.6, -2.9, -1.8], [-0.9, 2.2, 1.1], [-3.6, 0.9, -0.6], [-1.9, -1.4, 0.6], [3.9, 1.5, 2.5], [0.4, 0.7, -3.5], [-2.3, 1.6, 1.4], [0.9, 0.3, 0.8], [-0.5, -1.4, -2.5], [2.7, -1.1, 0.4], [-0.1, -1.5, -0.1], [-0.3, 2.5, 3.6], [-2.1, -1.0, 0.8]]
}

***

What did the fifth record say?
{
  "formula": "C6H8S2",
  "method": "the ωB97M-V functional and the def2-TZVPD basis",
  "e_above_lowest_ev": 1.154,
  "charge": 0,
  "lumo_ev": 0.10,
  "gap_ev": 8.792,
  "energy_ha": -1029.7487,
  "largest_force_ha_per_bohr": 0.0238,
  "symbols": ["C", "C", "C", "C", "C", "C", "H", "H", "H", "H", "H", "H", "H", "H", "S", "S"],
  "xyz": [[-0.6030, 0.1286, 0.2641], [-1.1324, 1.0713, -0.8328], [0.1260, 1.9619, -1.0819], [1.0652, 1.3095, -0.0565], [0.1480, 1.1449, 1.1879], [0.7953, -0.1636, -0.2420], [-0.7720, -2.0154, 1.1665], [-1.9956, 1.6216, -0.5007], [-1.4423, 0.5058, -1.7028], [0.5161, 1.8811, -2.0854], [-0.0614, 3.0223, -0.8480], [2.1092, 1.6765, -0.0019], [-0.4280, 2.0202, 1.5185], [0.6237, 0.6591, 2.0403], [-1.7176, -1.1410, 0.8100], [1.6585, -1.4894, -0.4987]],
  "forces_ev_per_angstrom": [[0.0, 0.1, 0.0], [0.2, -0.2, -0.3], [-0.4, 0.1, 0.6], [1.1, 0.5, 0.1], [-0.2, 0.1, 0.3], [0.1, -0.2, -0.1], [0.2, -0.1, 0.0], [-0.3, 0.3, 0.3], [0.1, -0.1, -0.2], [0.0, 0.0, -0.3], [0.1, -0.4, -0.1], [-0.7, -0.2, 0.1], [0.1, -0.2, -0.2], [0.0, 0.0, -0.1], [-0.2, 0.1, 0.0], [-0.1, 0.2, 0.0]]
}

***

Copy entry 4 word for word.
{
  "formula": "C6H8S2",
  "method": "the ωB97M-V functional and the def2-TZVPD basis",
  "smiles": "C=CC(=C)SC(C)=S",
  "e_above_lowest_ev": 3.645,
  "charge": 0,
  "lumo_ev": -0.28,
  "gap_ev": 8.230,
  "energy_ha": -1029.6571,
  "largest_force_ha_per_bohr": 0.0838,
  "symbols": ["C", "C", "C", "C", "S", "C", "C", "S", "H", "H", "H", "H", "H", "H", "H", "H"],
  "xyz": [[-1.8888, -0.8822, 0.3315], [-1.2026, 0.1255, 1.0979], [-0.2171, 1.2026, 0.6972], [0.8558, 1.4732, 1.4227], [-0.0379, 1.7510, -1.0103], [0.6382, 0.2621, -1.7444], [1.0487, -1.0131, -0.9828], [0.8209, 0.2652, -3.4046], [-2.2669, -0.8762, -0.7395], [-2.3975, -1.7269, 1.0344], [-1.1577, 0.1588, 2.2769], [1.1439, 0.9202, 2.3870], [1.4366, 2.2439, 0.8556], [0.1262, -1.2912, -0.3341], [1.8362, -0.8526, -0.1391], [1.2620, -1.7603, -1.7485]],
  "forces_ev_per_angstrom": [[-0.6, 1.5, 4.0], [-0.9, -1.6, -0.3], [-1.1, -2.0, -1.0], [0.9, 0.3, 0.6], [-0.4, -1.3, -0.4], [0.6, -0.2, -1.2], [-1.3, 1.1, 2.3], [-0.3, 0.3, 1.5], [1.3, 0.2, 1.4], [1.2, 2.2, -1.9], [-0.4, -1.0, -2.4], [-0.5, 1.4, -1.4], [0.5, -0.9, 1.5], [1.6, 0.0, -1.4], [-0.9, -0.2, -1.9], [0.3, 0.0, 0.5]]
}